Record 1
DFT (ωB97M-V/def2-TZVPD) results for a molecular structure, C19H36F4N2O23PdS4.

Last column: Mulliken charge in e.
Cartesian coordinates (Å):
Pd1 -0.13 0.42 -0.98  3.23
N1 1.14 1.54 0.31  -0.15
S1 2.41 1.40 1.05  0.59
O1 2.26 1.52 2.46  -0.55
O2 3.65 1.71 0.43  -0.62
F1 2.39 -0.29 0.84  -0.27
S2 0.90 3.27 0.72  0.61
O3 2.02 4.12 0.97  -0.53
O4 -0.23 3.47 1.61  -0.60
F2 0.54 3.77 -0.74  -0.27
N2 -1.26 -1.34 -1.00  -0.05
S3 -2.65 -1.77 -2.05  0.69
O5 -4.00 -1.66 -1.55  -0.55
O6 -2.47 -2.82 -3.07  -0.56
F3 -2.51 -0.41 -2.89  -0.25
S4 -1.24 -2.67 -0.35  0.60
O7 -0.61 -3.71 -1.13  -0.56
O8 -2.12 -2.84 0.85  -0.62
F4 0.02 -2.17 0.54  -0.40
C1 2.03 -4.45 3.28  -0.16
C2 2.40 -2.94 3.11  0.42
O9 3.50 -3.10 2.22  -0.31
C3 4.04 -4.35 2.34  0.58
O10 5.11 -4.68 1.80  -0.60
O11 3.16 -5.16 3.00  -0.35
H1 1.19 -4.67 2.61  0.24
H2 1.87 -4.55 4.35  0.21
H3 2.66 -2.44 4.05  0.23
H4 1.55 -2.46 2.64  -0.26
C4 4.76 0.31 -3.02  -1.30
C5 3.90 -0.21 -1.92  0.33
O12 3.17 -1.36 -2.38  -0.30
C6 1.85 -1.28 -2.78  0.22
O13 1.19 -0.27 -2.68  -0.57
O14 1.41 -2.41 -3.31  -0.29
C7 2.17 -3.58 -3.24  -0.77
H5 5.67 0.81 -2.68  0.41
H6 4.22 0.80 -3.84  0.18
H7 5.13 -0.56 -3.55  0.35
H8 3.26 0.62 -1.62  -0.29
H9 4.41 -0.49 -1.00  0.41
H10 3.25 -3.44 -3.35  0.31
H11 1.95 -4.40 -3.91  0.32
H12 2.14 -3.94 -2.21  0.29
C8 2.34 3.59 -5.22  -1.51
C9 1.47 2.63 -4.43  0.55
O15 0.08 2.98 -4.72  -0.40
C10 -0.90 2.50 -3.94  0.44
O16 -0.75 1.87 -2.86  0.13
O17 -2.06 2.60 -4.58  -0.41
C11 -3.27 2.61 -3.94  -0.40
H13 2.09 3.65 -6.28  0.38
H14 3.38 3.28 -5.16  0.39
H15 2.27 4.60 -4.81  0.33
H16 1.65 2.89 -3.38  -0.07
H17 1.57 1.56 -4.59  0.11
H18 -3.56 1.65 -3.50  0.15
H19 -4.10 3.05 -4.49  0.37
H20 -3.25 3.38 -3.16  0.06
C12 -5.98 1.15 -0.15  -0.86
C13 -5.04 1.47 1.09  -0.47
O18 -3.81 1.14 0.60  -0.21
C14 -2.92 2.07 0.03  0.01
O19 -1.75 1.76 -0.08  1.22
O20 -3.52 3.20 -0.31  -0.35
C15 -2.65 4.37 -0.55  -0.48
H21 -6.98 1.49 0.13  0.38
H22 -6.09 0.09 -0.39  0.25
H23 -5.54 1.62 -1.03  0.17
H24 -5.24 0.92 2.01  0.37
H25 -5.22 2.49 1.45  0.36
H26 -2.14 4.66 0.37  0.31
H27 -3.18 5.20 -1.02  0.30
H28 -1.84 4.02 -1.20  -0.03
C16 -1.49 -0.48 3.19  -0.24
C17 -0.54 -0.04 4.32  -0.37
O21 -0.68 -0.59 5.62  -0.36
C18 -0.30 -1.75 5.98  0.85
O22 0.46 -2.52 5.33  -0.61
O23 -0.80 -1.96 7.10  -0.36
C19 -0.36 -3.15 7.81  -0.75
H29 -1.22 -1.50 2.91  0.19
H30 -1.15 0.07 2.31  -0.36
H31 -2.54 -0.29 3.42  0.37
H32 -0.63 1.04 4.22  0.32
H33 0.48 -0.17 3.95  0.28
H34 0.62 -3.07 8.27  0.32
H35 -0.03 -3.94 7.13  0.31
H36 -1.00 -3.48 8.63  0.28

For the energy above the lowest of the compared OMol25 structures with the same formula, charge and spin, the calculation gives 271.26 kJ/mol. The net charge is 0. The calculation puts the LUMO energy (alpha / beta) at -1.04 / -4.04 eV. The multiplicity is 3. The calculation puts the highest occupied orbital energy (alpha / beta) at -10.3 / -10.3 eV.



Record 2
DFT (ωB97M-V/def2-TZVPD) results for a molecular structure, C20H16N4O2S2Ti.

Last column: natural (NBO) charge in e.
Cartesian coordinates (Å):
Ti1 -0.89 -1.49 -1.69  1.24
N1 -3.96 -2.94 0.50  -0.75
C1 -2.73 -2.63 0.09  0.33
S1 -2.11 -3.46 -1.35  -0.18
N2 -2.00 -1.78 0.78  -0.39
N3 -0.83 -1.50 0.18  -0.34
C2 0.31 -1.27 0.81  0.22
C3 0.45 -1.29 2.26  -0.07
C4 1.12 -0.24 2.91  -0.20
C5 1.25 -0.25 4.29  -0.21
C6 0.72 -1.30 5.03  -0.17
C7 0.05 -2.34 4.39  -0.20
C8 -0.09 -2.33 3.02  -0.17
C9 1.41 -1.12 -0.13  0.20
C10 2.76 -1.14 0.22  -0.21
C11 3.72 -1.20 -0.76  -0.09
C12 3.33 -1.20 -2.10  -0.23
C13 1.99 -1.12 -2.40  0.08
N4 1.04 -1.09 -1.45  -0.58
H1 -4.49 -3.64 0.02  0.42
H2 -4.31 -2.53 1.35  0.42
H3 1.52 0.58 2.33  0.22
H4 1.74 0.57 4.78  0.23
H5 0.83 -1.31 6.10  0.23
H6 -0.36 -3.15 4.97  0.23
H7 -0.61 -3.13 2.52  0.23
H8 3.03 -1.16 1.27  0.26
H9 4.77 -1.26 -0.50  0.25
H10 4.07 -1.25 -2.89  0.25
H11 1.65 -1.06 -3.42  0.22
O1 -0.06 6.07 -2.40  -0.65
C14 0.24 5.03 -1.62  0.76
O2 1.05 5.13 -0.74  -0.55
C15 -0.46 3.73 -1.90  -0.11
C16 -0.58 2.83 -0.85  -0.16
C17 -1.24 1.63 -1.02  -0.26
C18 -1.75 1.28 -2.27  -0.17
S2 -2.64 -0.24 -2.49  -0.11
C19 -1.62 2.17 -3.34  -0.22
C20 -0.99 3.39 -3.15  -0.20
H12 -0.79 5.89 -3.01  0.49
H13 -0.16 3.11 0.11  0.24
H14 -1.45 1.00 -0.16  0.23
H15 -2.02 1.91 -4.31  0.24
H16 -0.89 4.06 -3.99  0.22

The net charge is +1. The calculation puts the LUMO energy (alpha / beta) at -4.76 / -4.90 eV. The multiplicity is 2. The calculation puts the highest occupied orbital energy (alpha / beta) at -11.2 / -11.6 eV.



Record 3
DFT (ωB97M-V/def2-TZVPD) results for 2 unconnected molecules or ions with the total composition CH2Cl2S2.

Last column: natural (NBO) charge in e.
Cartesian coordinates (Å):
S1 0.98 1.86 1.07  0.09
C1 1.51 0.74 0.04  -0.42
S2 0.44 -0.15 -1.00  0.16
Cl1 3.20 0.33 -0.11  0.04
H1 1.36 -0.93 -1.58  0.13
Cl2 -3.11 -0.96 0.86  -0.27
H2 -4.38 -0.90 0.71  0.27

For the energy above the lowest of the compared OMol25 structures with the same formula, charge and spin, the calculation gives 0.00 kJ/mol. The net charge is 0. The calculation puts the LUMO energy at -0.56 eV. The calculation puts the highest occupied orbital energy at -9.3 eV. As for the SMILES: S=C(S)Cl.Cl.



Record 4
DFT (ωB97M-V/def2-TZVPD) results for 13 unconnected molecules or ions with the total composition C44H120F6N11O19.

Last column: Mulliken charge in e.
Cartesian coordinates (Å):
C1 -3.37 -0.02 3.34  -0.90
C2 -3.33 0.29 4.83  0.12
C3 -3.63 1.77 5.16  -0.72
O1 -4.96 2.01 4.82  -0.32
C4 -5.44 3.32 5.23  -0.88
N1 -4.31 -0.61 5.56  -0.20
H1 -4.39 -0.39 6.55  0.37
H2 -5.24 -0.55 5.15  0.33
H3 -3.93 -1.55 5.49  0.34
H4 -4.31 0.36 2.94  0.35
H5 -3.31 -1.10 3.17  0.36
H6 -2.52 0.48 2.87  -0.06
H7 -2.34 -0.02 5.19  0.35
H8 -2.89 2.46 4.74  0.42
H9 -3.51 1.80 6.25  0.46
H10 -4.64 4.03 5.44  0.36
H11 -5.88 3.17 6.22  0.35
H12 -6.25 3.75 4.65  0.29
C5 1.06 -5.05 -2.59  -0.84
C6 2.34 -4.33 -2.95  0.22
C7 2.09 -3.24 -3.93  -1.04
O2 1.42 -2.16 -3.32  0.46
C8 1.65 -0.89 -3.97  -0.99
N2 3.02 -3.79 -1.64  0.27
H13 3.99 -3.47 -1.74  0.50
H14 2.41 -3.09 -1.21  -0.86
H15 3.02 -4.55 -0.96  0.47
H16 1.05 -5.86 -1.86  0.51
H17 0.54 -5.55 -3.42  0.46
H18 0.26 -4.37 -2.29  -0.37
H19 3.08 -4.98 -3.41  0.55
H20 1.57 -3.73 -4.76  0.37
H21 3.10 -3.02 -4.29  0.47
H22 1.12 -0.70 -4.91  0.44
H23 2.67 -0.81 -4.34  0.39
H24 1.52 -0.02 -3.33  -0.21
C9 3.73 -2.24 1.97  -1.48
C10 2.81 -3.06 2.87  0.99
C11 3.42 -3.42 4.19  -0.92
O3 2.57 -4.17 5.05  -0.47
C12 2.18 -5.40 4.46  -0.55
N3 1.48 -2.36 2.98  0.42
H25 1.60 -1.42 3.36  0.49
H26 1.22 -2.37 1.99  -1.03
H27 0.67 -2.80 3.40  0.51
H28 3.47 -2.17 0.91  -0.01
H29 4.68 -2.73 1.75  0.61
H30 3.99 -1.27 2.39  0.34
H31 2.45 -3.90 2.27  0.15
H32 3.70 -2.56 4.80  0.37
H33 4.31 -4.04 4.03  0.50
H34 1.37 -5.11 3.79  0.05
H35 1.81 -6.18 5.12  0.41
H36 3.03 -5.82 3.92  0.34
C13 5.52 1.93 1.22  -0.73
C14 6.29 2.98 1.99  0.07
C15 5.53 4.29 2.14  -1.00
O4 6.57 5.20 2.51  -0.40
C16 6.01 6.39 3.06  -0.75
N4 6.66 2.43 3.37  -0.11
H37 7.33 1.67 3.42  0.36
H38 7.18 3.22 3.77  0.44
H39 5.93 2.20 4.05  0.36
H40 5.05 2.44 0.38  -0.77
H41 4.77 1.34 1.73  0.53
H42 6.20 1.18 0.81  0.65
H43 7.21 3.25 1.48  0.43
H44 4.79 4.20 2.94  0.63
H45 5.02 4.61 1.23  0.30
H46 5.06 6.15 3.54  0.35
H47 5.77 7.13 2.30  0.30
H48 6.68 6.78 3.82  0.29
C17 -2.49 -4.74 1.21  -1.26
C18 -1.06 -5.17 1.56  1.52
C19 -0.94 -6.56 2.21  -1.17
O5 0.43 -6.90 2.33  -0.29
C20 0.51 -8.11 3.09  -0.89
N5 -0.20 -5.23 0.26  -0.05
H49 0.65 -5.73 0.53  0.51
H50 -0.62 -5.87 -0.40  0.57
H51 0.10 -4.28 -0.02  -0.26
H52 -2.87 -5.51 0.53  0.43
H53 -2.62 -3.77 0.73  -0.19
H54 -3.10 -4.78 2.11  0.50
H55 -0.58 -4.36 2.12  -0.66
H56 -1.55 -7.30 1.69  0.57
H57 -1.50 -6.43 3.14  0.56
H58 -0.35 -8.28 3.74  0.40
H59 1.45 -8.07 3.63  0.25
H60 0.42 -8.94 2.39  0.34
C21 -0.74 3.00 1.61  -0.86
C22 -0.15 4.15 0.81  -0.35
C23 1.11 3.82 -0.02  0.86
O6 1.67 4.97 -0.58  -0.44
C24 3.09 4.88 -0.80  0.37
N6 -1.20 4.84 -0.08  0.47
H61 -0.70 5.38 -0.79  0.43
H62 -1.88 4.19 -0.50  -0.43
H63 -1.77 5.56 0.37  0.37
H64 -0.04 2.64 2.36  0.61
H65 -1.06 2.19 0.95  -0.24
H66 -1.61 3.22 2.23  0.43
H67 0.05 5.04 1.41  0.44
H68 0.85 3.11 -0.82  -0.39
H69 1.81 3.35 0.68  0.00
H70 3.68 4.70 0.11  0.11
H71 3.34 5.68 -1.49  0.35
H72 3.31 3.92 -1.28  -1.30
C25 -5.16 -2.31 -0.87  -0.53
C26 -6.64 -2.77 -1.07  -0.13
C27 -7.65 -1.60 -1.27  -0.65
O7 -8.89 -2.20 -1.11  -0.37
C28 -9.96 -1.39 -0.74  -0.86
N7 -6.82 -3.86 -2.13  -0.11
H73 -7.71 -4.31 -1.95  0.42
H74 -6.78 -3.54 -3.10  0.37
H75 -6.16 -4.63 -2.01  0.34
H76 -4.73 -1.90 -1.79  0.17
H77 -4.60 -3.22 -0.67  -0.02
H78 -5.15 -1.55 -0.09  0.31
H79 -6.96 -3.16 -0.11  0.20
H80 -7.68 -1.08 -2.24  0.50
H81 -7.40 -0.83 -0.54  0.32
H82 -10.85 -1.95 -0.49  0.33
H83 -10.15 -0.49 -1.34  0.36
H84 -9.82 -0.88 0.23  0.32
C29 3.09 2.67 -2.45  -0.57
C30 4.46 3.19 -2.86  -0.71
C31 5.43 3.79 -1.84  -0.12
O8 6.65 4.06 -2.48  -0.52
C32 7.72 3.91 -1.54  -0.64
N8 5.15 2.14 -3.69  0.26
H85 4.90 1.22 -3.31  -0.09
H86 4.64 2.06 -4.57  0.54
H87 6.16 2.27 -3.72  0.46
H88 2.33 3.44 -2.34  0.55
H89 3.05 1.93 -1.66  -0.71
H90 2.61 2.32 -3.38  1.44
H91 4.22 3.96 -3.59  0.47
H92 5.51 3.19 -0.93  -0.12
H93 5.03 4.74 -1.48  0.47
H94 8.64 4.32 -1.97  0.40
H95 7.87 2.84 -1.40  0.28
H96 7.67 4.46 -0.59  0.17
C33 -2.73 1.53 -5.75  -1.46
C34 -2.75 0.48 -4.62  0.77
C35 -2.15 -0.94 -4.83  -0.73
O9 -2.18 -1.85 -3.72  0.02
C36 -1.59 -3.14 -3.88  -0.26
N9 -2.00 1.04 -3.45  1.98
H97 -0.99 1.06 -3.61  -0.07
H98 -2.44 1.94 -3.24  0.29
H99 -2.13 0.45 -2.63  -0.50
H100 -1.78 1.63 -6.28  0.30
H101 -3.13 2.49 -5.44  0.42
H102 -3.26 1.07 -6.59  0.45
H103 -3.74 0.27 -4.22  0.14
H104 -1.09 -0.85 -5.08  0.21
H105 -2.60 -1.32 -5.75  0.43
H106 -1.49 -3.59 -2.90  -0.18
H107 -0.58 -3.06 -4.29  -0.04
H108 -2.12 -3.84 -4.54  0.45
N10 5.01 -0.62 -1.55  1.32
O10 5.47 0.38 -0.99  -0.63
O11 5.15 -1.74 -1.00  -0.85
O12 4.53 -0.56 -2.70  -0.85
N11 0.91 3.29 -3.47  0.57
O13 1.95 3.96 -3.51  -0.66
O14 -0.12 3.76 -3.98  -0.69
O15 0.88 2.04 -3.27  -0.51
C37 0.15 -1.73 -0.38  0.38
O16 1.22 -0.96 0.13  0.37
O17 0.53 -2.99 0.07  0.13
C38 -1.28 -1.20 -0.18  -0.68
F1 -1.80 -0.35 -1.09  -0.87
F2 -2.18 -2.23 -0.21  -0.05
F3 -1.54 -0.53 0.97  -0.15
C39 1.43 0.38 -0.36  1.62
C40 2.71 0.90 0.25  -1.01
H109 2.74 1.10 1.32  0.98
H110 3.50 0.21 -0.06  -0.42
H111 2.93 1.87 -0.21  -0.10
H112 0.60 0.94 0.08  -0.96
H113 1.53 0.59 -1.42  -0.07
H114 0.28 -1.74 -1.48  -0.42
C41 -4.48 3.24 -1.39  -0.84
O18 -4.07 3.88 -0.17  0.19
O19 -3.43 3.37 -2.25  -0.94
C42 -5.13 1.82 -1.20  0.94
F4 -6.23 1.68 -1.97  -0.31
F5 -4.30 0.81 -1.63  -0.17
F6 -5.48 1.51 0.06  -0.29
C43 -5.03 4.54 0.69  -0.17
C44 -4.20 5.59 1.47  -1.27
H115 -3.30 5.15 1.89  0.22
H116 -3.97 6.58 1.09  0.30
H117 -4.93 5.73 2.28  0.40
H118 -5.49 3.76 1.31  0.18
H119 -5.70 4.99 -0.05  0.41
H120 -5.25 3.86 -1.86  0.41

The net charge is +5. The calculation puts the LUMO energy at -10.27 eV. The calculation puts the highest occupied orbital energy at -16.0 eV.



Record 5
DFT (ωB97M-V/def2-TZVPD) results for a molecular structure, C32H39N3O3PtS.

Last column: Mulliken charge in e.
Cartesian coordinates (Å):
Pt1 0.46 0.67 -1.52  0.99
C1 -5.46 -0.93 3.35  -1.43
C2 -4.68 -0.15 2.33  0.97
C3 -5.32 0.54 1.31  -0.87
C4 -4.61 1.25 0.35  -1.17
C5 -3.22 1.26 0.42  0.54
C6 -2.55 0.58 1.43  0.07
C7 -3.29 -0.11 2.38  -0.82
S1 -2.35 2.13 -0.85  1.40
O1 -2.52 1.42 -2.08  -0.67
O2 -2.78 3.50 -0.78  -0.68
N1 -0.78 2.01 -0.46  -0.68
C8 -0.16 2.93 0.37  0.78
C9 -0.71 3.76 1.31  -0.70
C10 0.11 4.62 2.07  -1.08
C11 1.47 4.67 1.90  -1.04
C12 2.07 3.82 0.95  1.29
C13 3.46 3.77 0.70  -0.69
C14 3.95 2.89 -0.23  -1.34
C15 3.07 2.04 -0.91  -0.08
N2 1.77 2.06 -0.70  -0.39
C16 1.25 2.95 0.20  0.00
H1 -6.52 -0.68 3.31  0.37
H2 -5.10 -0.73 4.36  0.35
H3 -5.36 -2.00 3.17  0.29
H4 -6.41 0.53 1.25  0.35
H5 -5.12 1.78 -0.44  0.45
H6 -1.47 0.56 1.44  0.30
H7 -2.76 -0.65 3.16  0.39
H8 -1.78 3.78 1.47  0.56
H9 -0.36 5.27 2.80  0.41
H10 2.09 5.33 2.49  0.42
H11 4.12 4.42 1.25  0.44
H12 5.01 2.83 -0.44  0.46
H13 3.44 1.32 -1.62  0.50
C17 -0.77 -3.02 -2.17  -1.14
C18 -1.53 -2.91 -0.85  0.79
C19 -2.59 -1.82 -0.90  -1.77
C20 -0.58 -2.82 0.34  0.26
C21 -0.48 -3.98 1.11  -1.16
C22 0.36 -4.07 2.21  -1.35
C23 1.14 -2.98 2.53  -0.85
C24 1.09 -1.81 1.79  0.45
C25 2.03 -0.69 2.20  0.32
C26 1.30 0.58 2.65  -1.31
C27 3.07 -0.42 1.11  -1.27
C28 0.19 -1.69 0.70  -0.04
O3 -0.01 -0.46 0.17  0.90
H14 -1.46 -3.17 -3.00  0.49
H15 -0.06 -3.86 -2.14  0.46
H16 -0.21 -2.11 -2.37  -0.36
H17 -2.05 -3.86 -0.72  0.73
H18 -2.17 -0.85 -1.14  0.15
H19 -3.11 -1.73 0.06  0.25
H20 -3.33 -2.06 -1.67  0.50
H21 -1.09 -4.83 0.84  0.42
H22 0.40 -4.98 2.79  0.39
H23 1.83 -3.04 3.37  0.40
H24 2.58 -1.06 3.07  0.87
H25 0.73 1.01 1.84  0.05
H26 2.01 1.33 3.01  0.47
H27 0.60 0.35 3.46  0.39
H28 2.58 -0.19 0.17  -0.22
H29 3.68 -1.31 0.95  0.46
H30 3.72 0.41 1.39  0.45
C29 1.52 -1.63 -4.74  -1.60
C30 2.09 -0.66 -3.70  1.58
C31 2.97 -1.40 -2.69  -1.25
C32 2.84 0.47 -4.41  -1.52
N3 0.97 -0.05 -3.02  0.16
H31 2.33 -2.04 -5.34  0.44
H32 0.81 -1.11 -5.39  0.41
H33 1.00 -2.46 -4.25  0.30
H34 3.77 -1.94 -3.21  0.54
H35 2.37 -2.12 -2.13  0.20
H36 3.42 -0.72 -1.97  0.20
H37 3.69 0.05 -4.94  0.44
H38 3.21 1.21 -3.70  0.27
H39 2.19 0.97 -5.12  0.39

The net charge is 0. The calculation puts the LUMO energy (alpha / beta) at -1.17 / -1.17 eV. The calculation puts the highest occupied orbital energy (alpha / beta) at -7.5 / -7.5 eV.



Record 6
DFT (ωB97M-V/def2-TZVPD) results for 2 unconnected molecules or ions with the total composition C8H12O2.

Last column: natural (NBO) charge in e.
Cartesian coordinates (Å):
C1 -0.30 -1.16 -1.77  -0.63
C2 -0.12 -1.16 -0.24  -0.02
C3 1.03 -1.61 0.33  -0.23
C4 1.00 -1.98 1.69  -0.28
C5 -0.16 -1.87 2.44  0.28
O1 -0.24 -2.31 3.74  -0.68
C6 -1.22 -1.14 1.88  -0.25
C7 -1.21 -0.72 0.54  -0.20
H1 -0.98 -1.96 -2.03  0.22
H2 0.72 -1.18 -2.15  0.21
H3 -0.65 -0.18 -2.06  0.22
H4 1.89 -1.80 -0.29  0.21
H5 1.93 -2.23 2.21  0.21
H6 0.28 -3.11 3.80  0.48
H7 -2.06 -0.71 2.41  0.22
H8 -2.07 -0.27 0.08  0.22
C8 0.29 4.18 -1.94  -0.25
O2 0.00 2.89 -1.41  -0.71
H9 0.07 5.01 -1.17  0.15
H10 -0.37 4.36 -2.81  0.18
H11 1.32 4.32 -2.21  0.17
H12 0.84 2.63 -1.03  0.47

For the energy above the lowest of the compared OMol25 structures with the same formula, charge and spin, the calculation gives 107.16 kJ/mol. The net charge is 0. The calculation puts the LUMO energy at 0.81 eV. The calculation puts the highest occupied orbital energy at -8.4 eV. As for the SMILES: Cc1ccc(O)cc1.CO.